The following is a DFT calculation (ωB97M-V with the def2-TZVPD basis set) of a molecular structure, C22H16BrIrN4O6S2 at a distorted geometry.

XYZ file:
```
52
Properties=species:S:1:pos:R:3
Ir -0.082 -0.578 -0.212
O 3.728 3.364 -0.260
C 4.430 2.219 -0.297
C 5.821 2.325 -0.284
C 6.610 1.198 -0.357
C 6.033 -0.069 -0.436
C 4.661 -0.183 -0.415
C 3.837 0.945 -0.343
C 2.380 0.754 -0.311
O 1.930 -0.464 -0.247
N 1.590 1.791 -0.348
N 0.240 1.426 -0.368
C -0.564 2.420 -0.150
S -2.293 2.281 -0.234
C -2.568 4.070 -0.335
C -1.544 4.735 0.558
S 0.075 4.002 0.188
H 2.775 3.139 -0.294
H 6.251 3.316 -0.213
H 7.687 1.302 -0.349
H 6.655 -0.951 -0.506
H 4.188 -1.155 -0.450
H -3.588 4.256 -0.003
H -2.458 4.382 -1.372
H -1.767 4.571 1.612
H -1.474 5.804 0.365
O -6.991 -0.320 -0.715
C -6.408 -0.587 0.347
O -6.799 -0.781 1.505
C -4.863 -0.673 0.190
C -4.296 -0.911 -1.059
C -2.926 -0.956 -1.195
N -2.122 -0.750 -0.146
C -2.654 -0.528 1.068
C -4.014 -0.497 1.277
C -1.629 -0.332 2.150
O -1.902 -0.178 3.308
O -0.370 -0.368 1.713
H -4.952 -1.041 -1.909
H -2.438 -1.139 -2.145
H -4.411 -0.335 2.270
Br 0.976 -2.126 -2.649
C 0.652 -3.243 -1.151
C 1.156 -4.521 -1.067
C 0.789 -5.274 0.039
C -0.078 -4.739 0.979
C -0.515 -3.440 0.817
N -0.134 -2.696 -0.229
H 1.801 -4.909 -1.840
H 1.169 -6.280 0.153
H -0.409 -5.311 1.833
H -1.187 -2.967 1.520
```

The energy above the lowest of the compared OMol25 structures with the same formula, charge and spin comes out at 0.00 kJ/mol. Its HOMO-LUMO gap is 6.3 eV. Its LUMO energy is -1.6 eV. The value obtained for the HOMO energy is -7.9 eV.

Atomic partial charges in e from the natural (NBO) method, atoms 1 to 8: 1.2243 -0.6849 0.4389 -0.2984 -0.1605 -0.2646 -0.1373 -0.2515

=====

The following is a DFT calculation (ωB97M-V with the def2-TZVPD basis set) of a molecular structure, C18H22BN6OS4Tl.

XYZ file:
```
53
Properties=species:S:1:pos:R:3
Tl 0.367 0.456 -2.447
C -1.990 3.733 -1.251
C -2.103 2.755 -0.120
C -2.865 2.838 1.063
C -2.583 1.670 1.744
C -3.090 1.220 3.077
N -1.716 0.961 0.988
N -1.418 1.626 -0.150
B -1.032 -0.383 1.340
N -1.515 -1.547 0.443
N -1.152 -1.639 -0.856
C -1.663 -2.766 -1.314
C -1.442 -3.167 -2.739
C -2.375 -3.436 -0.296
C -2.250 -2.623 0.811
C -2.787 -2.838 2.191
N 0.509 -0.256 1.337
N 1.271 0.022 0.242
C 2.526 0.060 0.653
C 3.669 0.346 -0.266
C 2.599 -0.203 2.035
C 1.296 -0.402 2.430
C 0.807 -0.717 3.811
H -2.501 4.666 -1.010
H -2.430 3.326 -2.164
H -0.944 3.952 -1.468
H -3.520 3.634 1.384
H -3.807 1.952 3.454
H -2.283 1.125 3.806
H -3.588 0.251 3.019
H -1.375 -0.651 2.458
H -0.697 -2.513 -3.191
H -2.363 -3.093 -3.324
H -1.083 -4.196 -2.811
H -2.899 -4.379 -0.352
H -3.381 -3.753 2.203
H -3.421 -2.013 2.516
H -1.986 -2.939 2.925
H 3.335 0.509 -1.289
H 4.369 -0.493 -0.273
H 4.203 1.241 0.059
H 3.481 -0.242 2.657
H 1.667 -0.769 4.480
H 0.282 -1.673 3.852
H 0.124 0.046 4.188
O 7.114 1.833 -5.409
C 5.993 1.616 -4.978
S 4.965 2.825 -4.230
C 3.614 1.782 -3.740
C 3.763 0.467 -4.016
S 2.711 -0.891 -3.698
S 5.283 0.020 -4.817
S 2.310 2.644 -2.959
```

The energy above the lowest of the compared OMol25 structures with the same formula, charge and spin comes out at 4.43 kJ/mol. Its HOMO-LUMO gap is 4.8 eV. Its LUMO energy is 4.2 eV. The value obtained for the HOMO energy is -0.6 eV. As for the charge: -2.

Atomic partial charges in e from the natural (NBO) method, atoms 1 to 8: 0.6015 -0.6330 0.1243 -0.3817 0.1579 -0.6297 -0.3215 -0.2587

=====

The following is a DFT calculation (ωB97M-V with the def2-TZVPD basis set) of C24H21F2NO5S in the gas phase at a distorted geometry.

XYZ file:
```
54
Properties=species:S:1:pos:R:3
C -3.489 -2.346 -0.451
O -4.626 -1.531 -0.329
C -4.475 -0.203 -0.103
C -3.242 0.431 -0.016
C -3.126 1.801 0.228
C -1.844 2.466 0.319
C -0.640 1.972 -0.007
C 0.576 2.780 0.186
O 0.566 3.850 0.765
C 1.834 2.170 -0.315
C 3.008 2.365 0.413
C 4.180 1.742 0.041
C 4.205 0.930 -1.091
N 5.364 0.211 -1.377
S 5.888 -0.837 -0.142
O 6.534 -0.078 0.879
O 6.617 -1.868 -0.816
C 4.306 -1.430 0.444
C 3.745 -0.874 1.577
C 2.431 -1.168 1.892
C 1.677 -2.011 1.081
C 0.247 -2.296 1.420
C 2.275 -2.585 -0.036
C 3.587 -2.290 -0.362
C 3.058 0.804 -1.873
C 1.881 1.409 -1.480
C -4.293 2.548 0.395
C -5.525 1.938 0.300
C -5.634 0.577 0.053
O -6.956 0.129 -0.008
C -7.334 -1.132 -0.245
F -6.909 -2.016 0.687
F -6.919 -1.612 -1.441
H -2.875 -2.052 -1.308
H -2.886 -2.329 0.463
H -3.875 -3.351 -0.611
H -2.345 -0.153 -0.129
H -1.868 3.488 0.679
H -0.505 0.972 -0.389
H 2.973 2.995 1.288
H 5.084 1.853 0.617
H 5.351 -0.278 -2.260
H 4.344 -0.220 2.189
H 1.978 -0.728 2.768
H -0.269 -1.379 1.697
H -0.267 -2.762 0.582
H 0.194 -2.975 2.271
H 1.705 -3.256 -0.663
H 4.063 -2.718 -1.231
H 3.090 0.213 -2.777
H 0.999 1.300 -2.094
H -4.230 3.607 0.590
H -6.437 2.499 0.419
H -8.438 -1.150 -0.243
```

The energy above the lowest of the compared OMol25 structures with the same formula, charge and spin comes out at 27.46 kJ/mol. Its HOMO-LUMO gap is 8.1 eV. The SMILES is COc1cc(/C=C/C(=O)c2ccc(NS(=O)(=O)c3ccc(C)cc3)cc2)ccc1OC(F)F. Its LUMO energy is -0.6 eV. The value obtained for the HOMO energy is -8.7 eV.

Atomic partial charges in e from the natural (NBO) method, atoms 1 to 8: -0.2513 -0.4998 0.3234 -0.2731 -0.0998 -0.0748 -0.3307 0.5331

=====

The following is a DFT calculation (ωB97M-V with the def2-TZVPD basis set) of 8 unconnected molecules or ions with the total composition H14NO10 at a distorted geometry.

XYZ file:
```
25
Properties=species:S:1:pos:R:3
N 0.144 -0.362 -1.140
O 1.232 -0.486 -0.460
O -0.913 -0.683 -0.608
O 0.093 0.618 -1.912
O 1.363 -2.663 1.042
H 1.186 -2.025 0.373
H 0.446 -2.900 1.227
O -3.532 -0.240 -1.354
H -4.153 -0.943 -1.120
H -2.666 -0.469 -1.115
O 3.404 -1.164 2.073
H 2.696 -0.765 2.574
H 2.873 -1.761 1.536
O -2.193 -0.043 1.548
H -2.913 0.533 1.334
H -1.677 -0.103 0.748
O -1.129 2.584 -3.200
H -2.055 2.416 -2.935
H -0.704 1.853 -2.715
O 2.365 2.196 -0.845
H 2.213 1.596 -1.564
H 1.507 2.281 -0.427
O 1.120 0.361 2.312
H 0.666 -0.004 1.527
H 0.617 0.181 3.108
```

The energy above the lowest of the compared OMol25 structures with the same formula, charge and spin comes out at 139.37 kJ/mol. Its HOMO-LUMO gap is 9.8 eV. Its LUMO energy is 2.8 eV. The value obtained for the HOMO energy is -7.0 eV. As for the charge: -1.

Atomic partial charges in e from the natural (NBO) method, atoms 1 to 8: 0.7186 -0.5249 -0.5623 -0.5203 -0.9761 0.4851 0.4668 -0.9717

=====

The following is a DFT calculation (ωB97M-V with the def2-TZVPD basis set) of C4H5IN4 in the gas phase.

XYZ file:
```
14
Properties=species:S:1:pos:R:3
N -0.575 3.035 0.150
C -0.099 1.952 -0.042
N 0.713 1.076 -0.199
C 1.058 -0.219 -0.053
N 2.417 -0.385 -0.052
C 0.217 -1.302 -0.033
C -1.204 -1.337 -0.049
N -1.935 -0.292 0.003
I -3.963 -0.433 0.039
H -1.489 3.381 -0.051
H 2.788 -1.275 0.232
H 2.987 0.423 0.132
H 0.697 -2.270 0.009
H -1.612 -2.352 -0.084
```

The energy above the lowest of the compared OMol25 structures with the same formula, charge and spin comes out at 11.60 kJ/mol. Its HOMO-LUMO gap is 8.3 eV. The SMILES is N=C=N/C(N)=C\C=N\I. Its LUMO energy is 0.3 eV. The value obtained for the HOMO energy is -7.9 eV.

Atomic partial charges in e from the natural (NBO) method, atoms 1 to 8: -0.7027 0.7569 -0.5532 0.4446 -0.7760 -0.4451 0.0921 -0.6499

=====

The following is a DFT calculation (ωB97M-V with the def2-TZVPD basis set) of C4H7NOS in the gas phase at a distorted geometry.

XYZ file:
```
14
Properties=species:S:1:pos:R:3
C 1.496 -2.398 -0.479
C 1.444 -1.064 -0.490
C 0.120 -0.323 -0.731
N -1.023 -1.239 -0.822
C -0.155 0.678 0.401
O 0.023 0.228 1.618
S -0.833 2.167 0.179
H 2.407 -2.939 -0.235
H 0.549 -2.916 -0.627
H 2.304 -0.413 -0.266
H 0.160 0.280 -1.643
H -1.888 -0.781 -1.076
H -1.151 -1.782 0.049
H 0.498 -0.620 1.534
```

The energy above the lowest of the compared OMol25 structures with the same formula, charge and spin comes out at 131.38 kJ/mol. Its HOMO-LUMO gap is 9.1 eV. The SMILES is C=C[C@@H](N)C(O)=S. Its LUMO energy is 0.5 eV. The value obtained for the HOMO energy is -8.6 eV.

Atomic partial charges in e from the natural (NBO) method, atoms 1 to 8: -0.3756 -0.2334 -0.1937 -0.8240 0.2437 -0.6404 -0.0986 0.2128